Entry 1:
DFT (ωB97M-V/def2-TZVPD) results for 5 unconnected molecules or ions with the total composition C23H52BBr2ClF3NO5PS in a non-equilibrium geometry.

## Properties
- maximum force (eV Å⁻¹) = 2.21
- net charge = -1
- electronic energy (Ha) = -8010.79170
- HOMO-LUMO gap (eV) = 6.03
- HOMO (eV) = -4.2

```
90
Properties=species:S:1:pos:R:3:forces:R:3
C 5.17381 2.59848 -2.00249 -0.41 0.13 -0.40
C 5.97426 1.98304 -3.15246 0.47 -0.43 0.60
C 6.65152 2.98172 -4.08887 0.24 -0.11 0.19
N 6.13943 0.73929 -3.31240 -1.20 0.83 -1.66
B 5.07702 -0.36690 -3.48342 0.78 -0.31 1.12
S 4.03961 -0.87530 -1.88974 -0.45 0.04 0.03
C 4.06854 -0.02333 -4.72326 0.22 0.12 -0.06
C 2.85895 0.84814 -4.35876 0.00 0.21 -0.37
C 1.51200 0.46071 -4.96138 0.21 0.49 0.33
F 1.43673 0.87310 -6.27154 0.08 -0.27 0.14
Br 1.15306 -1.43136 -4.84684 -0.09 -0.06 -0.23
C 0.38174 1.20575 -4.19788 -0.32 0.01 -0.12
F 0.74636 2.48181 -3.95452 -0.05 -0.14 -0.12
F 0.12166 0.63967 -3.01372 0.18 0.11 -0.02
Br -1.29099 1.25547 -5.20793 0.06 -0.01 0.07
P 6.03704 -2.02696 -4.03674 0.09 -0.12 -0.15
O 7.23080 -1.31855 -4.93624 -0.27 -0.14 -0.49
Cl 7.15700 -2.57461 -2.31265 0.06 0.16 0.13
H 5.24297 3.68944 -2.00068 0.04 -0.07 0.04
H 5.53493 2.22135 -1.04587 -0.06 -0.08 -0.06
H 4.11476 2.33627 -2.10404 0.13 -0.07 0.16
H 6.50233 2.65783 -5.12073 0.05 -0.05 0.07
H 7.72904 2.99091 -3.89544 -0.05 0.09 -0.06
H 6.25717 3.99551 -3.98226 0.08 -0.07 0.07
H 4.81917 -0.32597 -0.95667 0.19 -0.05 -0.02
H 4.65895 0.51697 -5.47541 -0.06 -0.13 0.01
H 3.77421 -0.95771 -5.21191 -0.19 0.07 0.10
H 3.02999 1.86386 -4.73591 -0.10 -0.04 0.15
H 2.72306 0.92982 -3.27693 0.04 -0.25 -0.02
H 7.07844 -0.35798 -4.89591 0.30 0.16 0.52
C -2.80313 -4.63722 -0.59920 -0.04 0.13 -0.02
C -1.67116 -4.94806 -1.56579 0.03 -0.07 0.07
O -1.59492 -4.06149 -2.66310 -0.05 -0.01 -0.11
C -1.38079 -2.69501 -2.33479 0.04 0.19 0.08
C -0.09451 -2.43441 -1.57406 0.01 -0.26 0.09
H -3.76154 -4.64255 -1.12229 -0.01 -0.02 0.01
H -2.83572 -5.38514 0.19564 0.00 -0.03 -0.02
H -2.67713 -3.66026 -0.12946 0.06 -0.04 0.06
H -1.82544 -5.93448 -2.00637 0.01 0.01 -0.04
H -0.71493 -4.98640 -1.03150 -0.01 0.04 0.02
H -2.24098 -2.29895 -1.78086 0.02 -0.02 0.04
H -1.35213 -2.16728 -3.28816 -0.03 -0.08 -0.05
H -0.08841 -2.93667 -0.60574 -0.05 0.10 0.05
H 0.02817 -1.36729 -1.39340 0.02 0.03 -0.04
H 0.76707 -2.78700 -2.14086 0.03 0.06 0.00
C -2.54294 -2.88464 3.81059 -0.03 0.08 -0.04
C -1.41122 -3.17979 2.83948 0.02 -0.06 0.07
O -1.33626 -2.28179 1.75166 -0.10 -0.02 -0.17
C -1.12446 -0.91828 2.07535 0.03 0.12 0.03
C 0.16554 -0.65204 2.82852 0.05 -0.06 0.03
H -3.50166 -2.88393 3.28870 -0.01 -0.02 0.00
H -2.57137 -3.64544 4.59187 -0.01 -0.02 -0.01
H -2.42302 -1.91491 4.29605 0.03 -0.02 0.03
H -1.56759 -4.15934 2.38564 0.01 0.01 -0.03
H -0.45330 -3.22619 3.36996 -0.01 0.04 0.02
H -1.98606 -0.51955 2.62722 0.02 -0.02 0.05
H -1.09670 -0.39453 1.11923 -0.02 -0.09 -0.06
H 0.18404 -1.14745 3.80091 -0.04 0.05 0.03
H 0.28036 0.41914 3.00104 0.00 0.00 0.00
H 1.02113 -1.00909 2.25382 -0.01 0.02 -0.03
C -1.30118 4.75834 4.34908 0.09 0.01 -0.02
C -1.14608 3.32258 4.82116 -0.08 0.03 0.03
O 0.13178 2.76750 4.57879 0.00 -0.12 -0.06
C 1.22846 3.42142 5.18927 0.07 0.07 0.01
C 1.15724 3.47114 6.70611 -0.09 -0.05 0.01
H -1.08385 4.83444 3.28320 -0.01 0.00 -0.01
H -2.32301 5.09796 4.52236 -0.02 -0.02 -0.01
H -0.63178 5.43848 4.87754 -0.04 0.00 0.04
H -1.83876 2.68211 4.27403 0.02 -0.03 -0.01
H -1.40912 3.23853 5.88255 0.03 0.03 0.01
H 1.35271 4.43007 4.77865 -0.03 0.01 0.02
H 2.10282 2.84804 4.88243 -0.01 -0.02 -0.03
H 0.29993 4.04581 7.05957 0.03 0.05 -0.01
H 2.05794 3.93986 7.10392 0.02 -0.01 -0.01
H 1.07888 2.46378 7.11716 0.01 0.00 0.00
C -6.26093 0.99976 2.22438 -0.03 0.02 -0.09
C -6.10256 -0.48454 1.93932 0.08 -0.03 0.08
O -6.58741 -0.88898 0.67383 -0.10 -0.02 -0.01
C -5.97630 -0.27478 -0.44997 0.05 0.09 -0.07
C -4.47734 -0.49266 -0.53358 0.03 -0.10 0.11
H -7.30816 1.29494 2.14393 -0.01 0.00 0.01
H -5.91132 1.22326 3.23327 -0.01 -0.01 0.02
H -5.68487 1.61328 1.53061 0.05 -0.01 0.03
H -6.68428 -1.05943 2.66089 -0.01 -0.02 -0.02
H -5.05575 -0.78598 2.06586 0.01 0.03 -0.02
H -6.20773 0.79695 -0.47458 0.01 0.00 0.04
H -6.46543 -0.71975 -1.31631 -0.02 -0.04 0.02
H -3.95413 -0.05436 0.31784 0.03 0.06 -0.05
H -4.07701 -0.03901 -1.44078 -0.02 -0.01 -0.02
H -4.24724 -1.55915 -0.54805 0.01 0.00 -0.02
```
Positions in Å, forces in eV/Å.

=====

Entry 2:
DFT (ωB97M-V/def2-TZVPD) results for a gas-phase ion, C23H52BN3O5P (charge +1) in a non-equilibrium geometry.

## Properties
- maximum force (eV Å⁻¹) = 2.44
- net charge = +1
- SMILES = CCCCCCCC[C@H]1OCC[N@+](CCCCCCCCCCOC)(B(N)O)[C@@H]1P(=N)(O)O
- electronic energy (Ha) = -1814.06834
- HOMO-LUMO gap (eV) = 8.95
- HOMO (eV) = -11.6

```
85
Properties=species:S:1:pos:R:3:forces:R:3
C 1.88786 -0.60919 1.71653 -1.33 -0.22 -0.32
C 1.45686 -1.82668 0.88410 1.00 0.23 0.36
C 1.93585 -1.82997 -0.56059 -0.92 0.38 -0.52
C 1.12709 -0.93682 -1.53762 0.08 -0.90 -0.25
C 0.59318 -1.71983 -2.77533 0.15 1.29 0.21
C -0.82960 -1.31055 -3.19971 0.38 -0.96 -0.33
C -1.90900 -2.27125 -2.70371 0.67 0.73 0.37
C -2.02667 -2.30159 -1.18267 -0.90 -0.08 -0.09
C -3.31721 -1.65522 -0.65959 0.99 -0.82 -0.12
O -3.51298 -2.05825 0.66994 -0.56 1.04 0.40
C -2.63754 -1.43256 1.58993 -0.24 -0.04 -0.04
C -2.09502 -0.03985 1.19946 0.32 -1.13 -0.05
N -3.03671 0.72127 0.32007 0.12 -0.05 0.22
C -2.50400 2.08466 -0.14603 -0.14 0.87 0.81
C -1.40645 2.75170 0.66952 0.65 -0.51 -0.35
C -0.01634 2.42192 0.11500 -0.21 0.32 0.33
C 1.11617 3.16624 0.81615 0.14 0.17 -0.86
C 2.23809 3.49403 -0.18239 0.53 -0.22 0.41
C 3.28708 2.40253 -0.37435 0.12 0.60 0.07
C 4.09600 2.05636 0.86956 0.06 -1.03 -0.60
C 4.77055 0.65966 0.71845 -0.47 1.17 1.10
C 4.86617 -0.01855 2.08960 0.86 -0.48 -0.43
C 4.90559 -1.55101 2.06697 -0.30 -0.13 -0.06
O 4.62039 -2.08939 0.78574 -0.17 0.26 0.23
C 4.27166 -3.45464 0.83203 0.10 -0.14 -0.55
B -4.26017 1.00219 1.21682 -0.67 0.20 0.91
N -4.19669 1.99861 2.22590 0.53 -0.89 0.09
O -5.37939 0.25409 1.08978 -0.01 0.30 -1.21
C -3.29398 -0.12766 -0.88725 -0.09 0.44 -0.96
P -4.69817 0.40063 -2.00899 -2.13 -1.18 -0.09
N -6.02813 -0.36328 -1.84656 0.57 -0.10 0.48
O -4.11382 0.21648 -3.48245 0.90 0.71 0.78
O -4.99988 1.96844 -1.88258 0.90 0.28 0.28
H 2.27708 0.15775 1.07636 0.41 0.43 -0.17
H 2.57258 -0.85714 2.50351 0.19 -0.06 0.08
H 1.01097 -0.18777 2.19876 -0.22 0.26 0.26
H 1.88035 -2.70108 1.36275 -0.16 -0.25 0.16
H 0.38622 -1.94290 0.94983 -0.54 -0.15 -0.24
H 2.98460 -1.57638 -0.65654 0.12 -0.02 0.34
H 1.83681 -2.84748 -0.91647 0.03 -0.33 -0.18
H 0.27365 -0.45042 -1.07627 -0.10 0.09 0.44
H 1.76539 -0.14117 -1.90116 0.05 0.32 -0.04
H 1.24811 -1.44583 -3.59027 0.25 -0.17 -0.36
H 0.70398 -2.78778 -2.64750 -0.24 -0.32 0.12
H -0.85692 -1.35973 -4.28038 -0.13 0.27 -0.37
H -0.99466 -0.27496 -2.90907 -0.11 0.27 0.03
H -1.62093 -3.25529 -3.03964 -0.06 -0.33 -0.25
H -2.85654 -2.01886 -3.16002 -0.36 -0.08 -0.16
H -2.08982 -3.32995 -0.86090 0.08 -0.33 0.29
H -1.18784 -1.84042 -0.69135 0.55 0.02 0.11
H -4.10631 -2.09455 -1.24705 -0.58 -0.04 0.04
H -3.15964 -1.34859 2.53385 -0.42 -0.05 0.18
H -1.79957 -2.09263 1.77511 0.50 -0.02 0.05
H -1.92150 0.47347 2.12679 0.09 0.51 0.21
H -1.14096 -0.15956 0.71213 0.23 0.22 -0.45
H -2.16811 2.07287 -1.17322 0.02 -0.67 -0.28
H -3.35024 2.74809 -0.12781 -0.47 0.05 -0.10
H -1.52198 3.81392 0.50507 -0.27 0.38 0.06
H -1.48093 2.61862 1.74074 -0.08 -0.19 0.27
H 0.16642 1.35440 0.04883 0.12 -0.20 0.15
H -0.04129 2.78400 -0.90703 0.03 -0.05 -0.42
H 1.50434 2.60218 1.65104 0.08 -0.21 0.32
H 0.74807 4.10469 1.21979 -0.24 0.16 0.10
H 1.84159 3.71512 -1.16491 -0.41 0.18 -0.21
H 2.76468 4.39139 0.11963 0.07 0.29 0.26
H 2.83335 1.53354 -0.83830 -0.16 -0.42 0.13
H 3.98900 2.78166 -1.10865 0.16 -0.02 -0.38
H 3.46816 2.02354 1.75173 -0.16 0.18 0.23
H 4.86614 2.80019 1.01182 0.08 0.40 0.26
H 5.78125 0.82445 0.38096 0.23 -0.27 -0.64
H 4.18550 0.10132 0.00707 0.16 -0.44 -0.20
H 5.80218 0.30268 2.52536 0.22 0.22 0.32
H 4.08853 0.30808 2.76712 -0.16 0.16 -0.02
H 5.85519 -1.95102 2.40803 0.33 0.02 0.11
H 4.14138 -1.91711 2.75043 -0.01 -0.19 0.32
H 4.95105 -3.99932 0.19006 0.33 -0.34 0.06
H 4.26817 -3.86128 1.83506 0.24 -0.10 0.29
H 3.27846 -3.61440 0.42177 -0.06 0.04 -0.06
H -3.35836 1.96562 2.79154 0.17 0.75 -0.13
H -4.97643 1.89235 2.86024 -0.12 0.26 0.08
H -6.15752 0.82822 1.07281 -0.32 -0.51 0.30
H -2.41312 0.00958 -1.50130 0.34 0.26 -0.04
H -5.95949 -1.03294 -1.08909 -0.46 -0.18 -0.10
H -3.28784 0.72579 -3.53713 -0.04 -0.09 -0.70
H -5.85953 2.01613 -1.43885 -0.13 0.13 -0.28
```
Positions in Å, forces in eV/Å.

=====

Entry 3:
DFT (ωB97M-V/def2-TZVPD) results for a molecular structure, C23H52CuN8O14 in a non-equilibrium geometry.

## Properties
- maximum force (eV Å⁻¹) = 5.57
- net charge = 0
- spin multiplicity = 2
- electronic energy (Ha) = -4039.36994
- HOMO-LUMO gap (alpha / beta) (eV) = 6.14 / 6.17
- HOMO (alpha / beta) (eV) = -9.4 / -9.4

```
98
Properties=species:S:1:pos:R:3:forces:R:3
Cu 2.06541 0.60734 -3.26879 -0.48 0.03 0.89
C -0.26777 0.26127 -0.12594 -1.24 0.67 2.58
O 0.17669 1.32437 -0.62717 0.95 2.92 -0.71
O 0.01911 -0.63005 -0.92098 0.89 -3.65 -2.63
O -0.86782 0.13507 0.94697 -0.08 0.17 0.10
C 2.58724 -6.22317 -1.53654 -0.73 0.35 -0.23
O 3.58046 -7.09509 -2.05781 -0.06 1.25 -0.26
C 3.43851 -8.38974 -2.02162 -3.93 -2.99 2.59
O 2.42826 -9.05499 -1.61560 3.38 2.48 -1.62
O 4.58936 -8.89108 -2.35852 1.61 -0.76 -1.31
C 4.86973 -10.27688 -2.15886 0.10 -0.30 1.31
H 2.56900 -5.34120 -2.17677 0.26 -0.03 0.05
H 2.84271 -5.91800 -0.52180 0.03 -0.20 -0.03
H 1.58031 -6.63897 -1.57280 0.21 -0.37 0.15
H 5.91249 -10.51442 -2.36938 -0.08 0.65 -0.75
H 4.21378 -10.97578 -2.67787 -0.16 0.38 0.07
H 4.85465 -10.41108 -1.07726 -0.62 -0.45 0.04
C 7.69674 -1.44368 -1.90507 0.47 0.63 0.71
C 6.39930 -1.24055 -1.19082 -2.02 -1.27 -1.19
O 5.36259 -1.10671 -1.85579 0.54 0.33 0.73
N 6.39638 -1.33229 0.15045 -0.24 0.60 1.06
C 5.26999 -0.97572 1.04131 0.21 -0.02 0.21
H 8.50909 -1.63198 -1.20311 0.14 0.07 -0.10
H 7.81392 -0.45089 -2.33952 0.59 -0.21 -0.53
H 7.69219 -2.24120 -2.64806 -0.37 0.29 0.02
H 7.30128 -1.31213 0.59861 -0.19 -0.14 -0.11
H 4.76014 -0.04244 0.80228 0.36 0.11 -0.37
H 5.69391 -0.87743 2.04067 0.02 0.10 -0.05
H 4.47145 -1.71039 1.14479 0.29 -0.39 -0.50
C -1.45642 4.86896 -5.68401 1.43 1.36 0.16
C -1.68558 3.42554 -5.48449 0.55 1.17 -0.33
O -0.80332 2.64011 -5.29796 2.10 -1.84 0.50
N -2.94817 3.10544 -5.40447 -2.00 1.02 -0.63
C -3.42641 1.85676 -5.00730 -1.08 -1.77 0.65
H -0.42306 5.08148 -5.40998 0.04 -0.15 0.26
H -2.07911 5.40784 -4.96988 -0.18 0.36 -0.50
H -1.46522 5.24600 -6.70668 -0.79 -0.14 -0.04
H -3.59612 3.76457 -5.81165 -0.05 -0.12 0.35
H -3.36175 1.08343 -5.77273 -0.08 0.00 -0.19
H -4.46539 2.00102 -4.71098 -0.08 -0.30 -0.13
H -2.92152 1.44752 -4.13225 0.28 0.32 0.00
C -4.42633 5.07090 -0.86382 -1.44 -2.18 0.22
C -3.62084 6.25963 -0.49267 -4.85 1.64 -0.76
O -4.16897 7.33579 -0.27466 0.30 0.07 0.02
N -2.37958 6.02451 -0.41291 4.89 0.05 0.55
C -1.35832 7.03335 -0.06967 1.01 -0.76 -0.47
H -4.93855 4.94220 -1.81732 0.05 1.24 -0.23
H -5.20688 4.98062 -0.10839 -0.15 0.08 -0.03
H -3.92659 4.10245 -0.84232 0.65 0.03 0.42
H -2.15084 5.06075 -0.61026 0.80 0.40 0.15
H -1.01583 6.98613 0.96405 -0.38 -0.11 0.13
H -1.53987 8.07993 -0.31426 -1.01 -0.36 -0.03
H -0.48660 6.79363 -0.67855 0.16 -0.15 0.04
O -0.35487 4.96931 6.06333 -0.58 1.33 1.06
C -0.16527 3.95172 5.45426 1.11 0.25 0.74
N -0.81289 3.68821 4.33381 -1.13 -1.33 -2.69
C 0.97651 3.05458 5.88109 -0.77 0.29 -0.99
H -1.47310 4.31579 3.89751 0.16 0.33 0.67
H -0.59408 2.91533 3.72154 0.20 -0.12 0.43
H 1.80218 3.62022 5.44932 0.50 -0.23 0.47
H 0.92835 2.09638 5.36375 0.14 -0.23 0.51
H 0.96539 3.05438 6.97103 0.37 -0.33 -0.27
O -4.21594 -6.30127 0.11231 -0.02 0.64 -0.30
C -3.66098 -5.38154 -0.48276 -0.78 -2.38 -0.07
N -2.71410 -4.65299 0.09040 1.48 1.57 0.43
C -3.99402 -5.05356 -1.90958 -0.35 1.02 -0.68
H -2.49210 -4.73337 1.07241 -0.18 -0.31 -0.22
H -2.17119 -3.98767 -0.44129 -0.24 -0.04 0.17
H -3.83176 -5.79592 -2.69103 0.09 -0.49 0.62
H -3.48196 -4.16078 -2.26853 0.10 0.14 0.14
H -5.05662 -4.81085 -1.91772 -0.08 -0.09 -0.07
O -1.70406 -4.07927 6.85482 -1.41 1.02 -0.45
C -2.19751 -3.28840 6.03334 0.66 -2.32 0.63
N -1.35170 -2.57283 5.30114 1.00 1.67 -1.07
C -3.67513 -3.19980 5.71301 0.21 0.18 0.51
H -0.39248 -2.54581 5.61624 -0.14 -0.19 -0.10
H -1.60438 -1.91072 4.58152 -0.22 -0.17 0.25
H -4.06274 -4.20305 5.53601 -0.02 0.11 0.26
H -3.96280 -2.55636 4.88154 0.37 0.00 -0.07
H -4.09486 -2.75661 6.61607 -0.44 -0.28 0.01
O 4.73666 3.28461 -1.54945 -0.46 -1.20 -2.37
C 5.03046 4.04380 -0.67659 1.42 -0.47 1.49
N 4.15964 4.38528 0.25705 -0.73 0.81 0.70
C 6.44460 4.41229 -0.34066 1.07 -0.11 -0.30
H 4.45170 5.12398 0.88084 -0.89 -0.30 0.23
H 3.24464 3.97900 0.12357 -0.23 0.63 0.51
H 6.63544 4.56545 0.72151 -0.36 0.44 -0.03
H 6.80586 5.25074 -0.93615 0.04 0.00 0.09
H 7.05500 3.53796 -0.56663 0.00 0.08 -0.39
O -7.47024 1.04341 1.91951 0.54 -0.83 -0.82
C -6.37013 0.50926 1.72929 -2.85 -0.04 -0.36
N -5.37358 0.85613 2.47532 3.51 1.43 2.47
C -6.08134 -0.54958 0.72766 -0.21 -0.76 -1.06
H -4.40314 0.60545 2.35080 -0.31 -0.30 -0.34
H -5.51271 1.61497 3.12717 -0.24 -0.11 -0.07
H -6.47596 -1.53161 0.98842 -0.62 0.25 0.22
H -5.03718 -0.80298 0.54429 0.22 0.68 0.07
H -6.55518 -0.20365 -0.19099 0.06 -0.35 -0.14
```
Positions in Å, forces in eV/Å.